Record 1
ORCA calculation (wB97M-V/def2-TZVPD) on a cluster of 9 separate species, H20NO8 in total in a non-equilibrium geometry.

Its total charge is +1. The calculation puts the HOMO energy at -13.147 eV. As for the LUMO energy: -2.99 eV. The value obtained for the relative energy (zero: lowest compared OMol25 entry of this formula, charge and spin) is 40.05 kcal per mole. As for the HOMO-LUMO gap: 10.15 eV.

XYZ file:
```
29
H20NO8, DFT wB97M-V/def2-TZVPD
N 0.116 0.027 0.064
H -0.782 0.621 -0.024
H -0.089 -0.947 0.542
H 0.626 0.499 0.871
H 0.701 -0.073 -0.680
O -1.464 -2.758 -1.457
H -1.948 -2.120 -1.015
H -0.723 -2.850 -0.785
O 1.193 1.440 3.061
H 0.673 0.791 3.518
H 1.795 1.716 3.684
O 0.253 -3.279 0.943
H -0.151 -3.871 1.661
H 1.167 -3.439 1.171
O -2.888 -0.601 -0.323
H -3.367 -0.479 0.493
H -3.629 -0.438 -0.924
O -0.119 -0.483 -3.221
H 0.534 -0.222 -3.827
H -0.793 0.240 -3.086
O 0.722 2.647 -1.795
H 0.165 3.154 -1.204
H 1.111 3.314 -2.371
O 3.189 -0.349 0.071
H 3.416 -0.884 -0.677
H 3.425 0.555 -0.323
O -1.181 2.309 1.776
H -0.446 2.365 2.358
H -1.504 3.114 1.498
```

natural (NBO) atomic charge list, values in e, 6 entries: N -0.89; H 0.48; H 0.47; H 0.46; H 0.45; O -0.94

---

Record 2
ORCA calculation (wB97M-V/def2-TZVPD) on a cluster of 5 separate species, C50H62BrFI2N3O19 in total in a non-equilibrium geometry.

Its total charge is +1. The calculation puts the HOMO energy at -10.943 eV. As for the LUMO energy: -4.42 eV. As for the HOMO-LUMO gap: 6.53 eV.

XYZ file:
```
138
C50H62BrFI2N3O19, DFT wB97M-V/def2-TZVPD
C -6.124 -2.478 4.049
C -6.350 -3.353 2.663
C -4.900 -3.851 2.073
C -3.831 -2.586 1.811
O -2.785 -3.119 0.986
N -1.995 -2.277 0.343
C -2.686 -1.579 -0.658
C -1.772 -0.555 -1.647
C -2.536 -0.888 -3.045
C -2.068 0.271 -4.315
C -3.333 1.355 -4.780
O -2.782 0.087 -5.684
C -2.094 0.959 -1.126
I -3.806 1.051 0.326
C -0.859 1.930 -0.714
C -1.514 3.259 0.068
I 0.300 2.777 -2.377
C -0.370 -1.367 -1.227
F 0.892 -0.587 -1.069
C 0.210 -2.506 -2.310
Br 0.791 -1.665 -4.081
C -0.727 -3.826 -2.491
C -0.283 -5.154 -1.651
C -0.520 -1.952 0.348
C 0.603 -2.984 0.916
C 0.082 -4.343 1.657
C 1.369 -5.413 1.674
N 2.551 -4.910 2.476
C -0.447 -0.797 1.560
C -0.897 -1.348 3.036
C 0.377 -1.150 4.093
C 0.143 0.105 5.120
N 1.207 1.181 5.063
C 2.576 0.679 5.462
C 3.761 0.681 4.290
O 2.940 0.269 6.682
H -5.063 -2.749 4.463
H -6.939 -2.843 4.809
H -6.204 -1.336 3.775
H -6.948 -4.327 2.995
H -6.974 -2.704 1.890
H -4.417 -4.720 2.693
H -5.124 -4.307 0.992
H -4.500 -1.727 1.400
H -3.520 -2.258 2.916
H -3.853 -1.758 -0.843
H -3.673 -0.630 -2.940
H -2.284 -1.873 -3.589
H -0.895 0.723 -4.279
H -2.526 2.218 -4.598
H -3.570 1.762 -5.833
H -2.621 1.570 -2.012
H -0.078 1.499 0.040
H -2.450 3.668 -0.511
H -0.695 4.126 -0.006
H -1.680 3.080 1.211
H 1.273 -2.927 -1.959
H -0.652 -4.128 -3.645
H -1.879 -3.665 -2.302
H -0.217 -6.073 -2.407
H -1.125 -5.428 -0.888
H 0.774 -4.971 -1.194
H 1.403 -3.361 0.125
H 1.288 -2.431 1.726
H -0.160 -4.207 2.819
H -0.858 -4.852 1.192
H 1.748 -5.698 0.608
H 0.976 -6.381 2.212
H 3.176 -5.751 2.663
H 3.143 -4.327 1.810
H 0.666 -0.362 1.538
H -1.132 0.126 1.353
H -1.751 -0.632 3.467
H -1.355 -2.420 3.061
H 0.522 -2.152 4.690
H 1.383 -0.951 3.508
H -0.894 0.658 4.996
H 0.147 -0.357 6.221
H 1.214 1.700 4.158
H 3.536 1.622 3.611
H 4.845 0.806 4.754
H 3.657 -0.317 3.661
C -1.236 6.982 3.693
C -1.604 6.922 4.975
C -1.522 5.649 5.744
O -1.849 5.629 6.925
C -1.048 4.447 5.040
C -0.684 4.507 3.758
C -0.740 5.785 2.997
O -0.381 5.812 1.824
O -0.240 3.381 3.089
O -2.074 8.042 5.635
H -1.289 7.900 3.122
H -1.010 3.525 5.606
H -0.037 3.682 2.177
H -2.272 7.741 6.549
C 4.664 -3.556 -8.010
C 5.512 -2.873 -8.781
C 5.745 -1.417 -8.574
O 6.544 -0.820 -9.286
C 4.988 -0.743 -7.507
C 4.138 -1.426 -6.738
C 3.926 -2.888 -6.928
O 3.151 -3.492 -6.194
O 3.421 -0.799 -5.735
O 6.207 -3.494 -9.802
H 4.487 -4.616 -8.149
H 5.154 0.319 -7.378
H 2.878 -1.505 -5.322
H 6.755 -2.790 -10.212
C -7.394 5.515 4.750
C -6.158 6.012 4.678
C -5.071 5.284 3.965
O -3.950 5.775 3.900
C -5.395 3.982 3.363
C -6.630 3.483 3.438
C -7.723 4.224 4.127
O -8.853 3.749 4.163
O -6.940 2.258 2.876
O -5.841 7.224 5.263
H -8.194 6.035 5.262
H -4.592 3.455 2.863
H -7.895 2.120 3.063
H -4.888 7.365 5.071
C 9.450 1.694 -6.052
C 8.669 0.823 -6.695
C 8.232 -0.446 -6.050
O 7.499 -1.218 -6.659
C 8.709 -0.727 -4.687
C 9.492 0.142 -4.045
C 9.907 1.423 -4.680
O 10.612 2.211 -4.058
O 9.946 -0.117 -2.765
O 8.238 1.069 -7.985
H 9.773 2.621 -6.507
H 8.398 -1.661 -4.237
H 10.492 0.662 -2.520
H 7.687 0.293 -8.228
```

Mulliken atomic charge list, values in e, 6 entries: C -0.66; C -0.48; C -0.73; C 0.43; O -0.14; N 1.46

---

Record 3
ORCA calculation (wB97M-V/def2-TZVPD) on a cluster of 2 separate species, CH4IN2 in total in a non-equilibrium geometry.

Its total charge is +1. The calculation puts the HOMO energy (alpha / beta) at -14.728 / -14.608 eV. As for the LUMO energy (alpha / beta): -6.01 / -5.87 eV. The value obtained for the relative energy (zero: lowest compared OMol25 entry of this formula, charge and spin) is 94.00 kcal per mole. As for the HOMO-LUMO gap (alpha / beta): 8.72 / 8.74 eV.

XYZ file:
```
8
CH4IN2, DFT wB97M-V/def2-TZVPD
C -0.531 -0.290 -0.112
N 0.715 1.549 -0.241
N 0.134 -1.369 -0.090
I -2.492 0.107 0.099
H 0.012 2.250 -0.033
H 1.336 1.419 0.553
H 1.149 -1.385 -0.208
H -0.324 -2.281 0.033
```

natural (NBO) atomic charge list, values in e, 6 entries: C 0.24; N -0.63; N -0.72; I 0.48; H 0.36; H 0.36

---

Record 4
ORCA calculation (wB97M-V/def2-TZVPD) on an isolated molecule of C6H10NO2P in a non-equilibrium geometry.

Its total charge is 0. The calculation puts the HOMO energy (alpha / beta) at -7.174 / -7.175 eV. As for the LUMO energy (alpha / beta): 0.05 / 0.05 eV. The value obtained for the relative energy (zero: lowest compared OMol25 entry of this formula, charge and spin) is 107.87 kcal per mole. As for the HOMO-LUMO gap (alpha / beta): 7.22 / 7.22 eV.

XYZ file:
```
20
C6H10NO2P, DFT wB97M-V/def2-TZVPD
C -0.164 -1.056 0.664
C 0.246 0.235 0.461
C -1.350 -1.556 0.324
C -0.690 1.202 0.242
C 2.647 -0.387 0.846
C -3.249 1.901 -0.828
N 1.613 0.551 0.525
O -1.896 -2.639 0.825
O -0.430 2.508 0.193
P -2.397 0.815 0.519
H 0.751 -1.766 0.835
H 2.612 -1.308 0.138
H 3.582 0.204 0.808
H 2.610 -0.750 1.869
H -4.232 2.178 -0.426
H -3.304 1.612 -1.867
H -2.700 2.775 -0.919
H 1.780 1.452 0.921
H -1.632 -3.033 1.712
H 0.148 2.857 -0.524
```

natural (NBO) atomic charge list, values in e, 6 entries: C -0.43; C 0.10; C 0.31; C -0.08; C -0.41; C -0.93

---

Record 5
ORCA calculation (wB97M-V/def2-TZVPD) on a structure of composition C14H25BCrN6Si in a non-equilibrium geometry.

Its total charge is 0. The calculation puts the HOMO energy (alpha / beta) at -6.899 / -7.824 eV. Its expectation value of S² is 6.02. As for the LUMO energy (alpha / beta): 0.54 / 0.50 eV. The value obtained for the relative energy (zero: lowest compared OMol25 entry of this formula, charge and spin) is 10.21 kcal per mole. As for the HOMO-LUMO gap (alpha / beta): 7.44 / 8.32 eV. As for the spin multiplicity: 5.

XYZ file:
```
48
C14H25BCrN6Si, DFT wB97M-V/def2-TZVPD
H -0.403 -2.801 0.370
N -0.777 -1.417 -1.159
B -1.744 -0.194 -3.172
N -1.513 -1.464 -2.333
C -1.847 -2.734 -2.582
Cr -0.014 0.264 -0.497
H -2.333 -2.974 -3.510
C -1.427 -3.522 -1.516
H -1.559 -4.579 -1.393
C -0.790 -2.655 -0.622
H -2.465 -0.398 -4.121
C 2.287 2.563 1.475
H 2.821 2.640 2.434
H 1.352 3.134 1.533
H 2.926 2.984 0.684
N -0.322 0.288 -3.455
N -2.272 0.900 -2.252
N 0.572 0.547 -2.425
N -1.664 1.205 -1.039
C 0.250 0.503 -4.640
C -3.315 1.714 -2.455
H -0.335 0.328 -5.541
H -3.856 1.684 -3.387
C 1.554 0.916 -4.408
C -3.487 2.503 -1.310
C 1.728 0.932 -3.016
C -2.458 2.119 -0.430
H 2.279 1.160 -5.172
H -4.256 3.225 -1.140
H 2.569 1.193 -2.390
H -2.299 2.404 0.600
H 2.044 1.504 1.246
C 2.791 -1.506 2.833
Si 1.177 -0.619 3.219
C 0.066 -1.818 4.159
C 1.641 0.662 4.538
C 0.121 -0.087 1.647
H 3.208 -1.958 3.746
H 3.561 -0.843 2.421
H 2.611 -2.315 2.117
H 0.582 -2.253 5.025
H -0.833 -1.293 4.508
H -0.237 -2.622 3.478
H 2.396 1.392 4.228
H 0.765 1.214 4.900
H 2.054 0.122 5.404
H -0.704 -0.874 1.515
H -0.445 0.827 1.887
```

natural (NBO) atomic charge list, values in e, 6 entries: H 0.23; N -0.38; B 0.54; N -0.32; C 0.02; Cr 1.26

---

Record 6
ORCA calculation (wB97M-V/def2-TZVPD) on a structure of composition C3H10NO in a non-equilibrium geometry.

Its total charge is +1. The calculation puts the HOMO energy at -14.503 eV. As for the LUMO energy: -4.48 eV. The value obtained for the relative energy (zero: lowest compared OMol25 entry of this formula, charge and spin) is 115.65 kcal per mole. As for the HOMO-LUMO gap: 10.02 eV.

XYZ file:
```
15
C3H10NO, DFT wB97M-V/def2-TZVPD
C 1.412 0.426 -0.606
C 0.567 -0.208 1.708
C -0.943 0.282 0.164
N 0.318 -0.334 0.210
O -0.684 1.516 -0.048
H 1.992 0.822 0.232
H 1.861 -0.438 -1.070
H 0.854 1.129 -1.196
H 0.545 0.784 2.001
H -0.186 -0.679 2.213
H 1.581 -0.661 2.005
H -2.578 -0.377 -2.006
H -2.345 -0.019 -1.356
H 0.390 -1.368 0.012
H -1.450 2.066 -0.193
```

natural (NBO) atomic charge list, values in e, 6 entries: C -0.39; C -0.42; C 0.47; N -0.47; O -0.64; H 0.23

---

What is the formula in the first record? H20NO8

---

What is the formula in the second record? C50H62BrFI2N3O19